(1)
Below is a molecular structure, C35H70As3N5OPSSbZr in a non-equilibrium geometry, with properties calculated with wB97M-V/def2-TZVPD.

Values from the calculation:
E_tot = -257350.0742 eV
F_max = 0.02925 hartree/bohr
Energy relative to the best compared isomer or geometry (same formula, charge and spin) = 122.6 kJ/mol

Structure (ORCA input):
```
! RIJCOSX wB97M-V def2-TZVPD def2/J DEFGRID3
* xyz 4 1
Zr 0.32 -0.15 0.04
C 1.31 -5.66 -2.91
C 0.11 -4.77 -2.60
N 0.27 -3.39 -3.15
C 0.62 -3.34 -4.60
C -0.48 -3.93 -5.47
C 0.03 -2.31 -2.47
S -0.49 -2.43 -0.78
N 0.06 -1.12 -3.15
C 0.56 0.01 -2.81
O 1.23 0.19 -1.62
C 0.45 1.17 -3.68
C 1.35 2.23 -3.56
C 1.28 3.30 -4.43
C 0.31 3.32 -5.43
C -0.59 2.26 -5.56
C -0.51 1.18 -4.71
H 1.22 -6.57 -2.33
H 2.25 -5.17 -2.65
H 1.35 -5.95 -3.96
H -0.05 -4.70 -1.53
H -0.80 -5.18 -3.04
H 1.55 -3.89 -4.71
H 0.81 -2.30 -4.86
H -0.60 -5.00 -5.31
H -0.22 -3.78 -6.51
H -1.44 -3.44 -5.28
H 2.13 2.20 -2.81
H 2.00 4.11 -4.36
H 0.26 4.16 -6.11
H -1.32 2.28 -6.36
H -1.17 0.33 -4.84
C -1.69 4.39 0.33
As -0.83 2.76 0.97
C 0.72 2.86 -0.22
C 0.00 3.48 2.59
C -0.53 2.89 3.90
C -2.06 2.77 3.86
C 0.06 1.49 4.18
As 0.72 0.32 2.74
C 0.79 -1.30 3.80
C 2.59 0.92 2.63
C -0.07 3.78 5.07
As -0.51 5.72 5.35
C 0.81 6.52 4.14
C -2.07 6.05 4.21
H -0.95 5.18 0.44
H -2.55 4.61 0.96
H -2.00 4.33 -0.71
H 1.18 3.85 -0.18
H 0.43 2.68 -1.26
H 1.52 2.16 0.06
H -0.24 4.54 2.55
H 1.08 3.39 2.50
H -2.37 1.92 3.24
H -2.52 3.67 3.47
H -2.46 2.59 4.86
H -0.65 0.87 4.73
H 0.97 1.56 4.78
H 1.25 -1.05 4.75
H 1.37 -2.08 3.31
H -0.22 -1.66 3.97
H 3.22 0.20 3.15
H 2.67 1.89 3.12
H 2.96 1.02 1.61
H 1.03 3.80 5.09
H -0.38 3.31 6.01
H 1.82 6.26 4.47
H 0.71 7.60 4.23
H 0.69 6.26 3.09
H -2.95 5.52 4.58
H -1.91 5.83 3.15
H -2.27 7.12 4.29
C -5.29 1.73 -1.08
N -5.18 0.40 -0.30
C -5.49 -0.75 -1.29
N -4.61 -0.68 -2.40
C -4.74 0.60 -3.09
N -4.42 1.71 -2.20
C -3.01 1.78 -1.85
P -2.48 0.24 -0.93
C -3.83 0.24 0.34
C -3.23 -1.02 -2.07
H -5.04 2.53 -0.38
H -6.33 1.81 -1.38
H -5.89 0.40 0.44
H -6.52 -0.61 -1.59
H -5.39 -1.68 -0.73
H -5.76 0.71 -3.45
H -4.07 0.62 -3.95
H -2.83 2.64 -1.22
H -2.40 1.89 -2.75
H -3.68 1.07 1.04
H -3.83 -0.69 0.91
H -3.19 -2.00 -1.59
H -2.63 -1.07 -2.98
C 4.19 -2.42 3.26
C 4.34 -1.99 1.80
Sb 2.58 -2.07 0.59
C 2.11 -4.13 0.85
C 1.06 -4.48 1.90
C 3.47 -2.08 -1.36
C 4.62 -3.08 -1.48
H 5.18 -2.50 3.71
H 3.72 -3.39 3.36
H 3.63 -1.70 3.86
H 4.97 -2.71 1.26
H 4.81 -1.01 1.68
H 3.07 -4.57 1.11
H 1.84 -4.50 -0.14
H 1.37 -4.18 2.91
H 0.90 -5.55 1.94
H 0.09 -4.02 1.70
H 3.79 -1.05 -1.56
H 2.66 -2.30 -2.07
H 5.48 -2.78 -0.89
H 4.95 -3.14 -2.51
H 4.33 -4.08 -1.17
*
```

Atom charges from the Löwdin analysis, given in e for atoms 1 to 4: number 1, Zr, carries 1.010; number 2, C, carries -0.045; number 3, C, carries -0.188; number 4, N, carries -0.057


(2)
Below is 2 unconnected molecules or ions with the total composition C6H15Br2N2 in a non-equilibrium geometry, with properties calculated with wB97M-V/def2-TZVPD.

Values from the calculation:
E_tot = -149520.0615 eV
F_max = 0.08236 hartree/bohr
Energy relative to the best compared isomer or geometry (same formula, charge and spin) = 191.9 kJ/mol

Structure (ORCA input):
```
! RIJCOSX wB97M-V def2-TZVPD def2/J DEFGRID3
* xyz 1 1
C -0.61 2.09 1.71
C -0.26 2.78 -0.58
C -0.97 -1.95 0.69
C -0.10 -2.75 -1.53
C 1.29 1.15 0.62
C 0.97 -0.73 -0.45
N 0.23 1.96 0.54
N -0.28 -1.58 -0.64
Br 2.84 1.77 -0.26
Br 2.36 -1.75 0.33
H -0.72 3.16 1.97
H -1.71 1.83 1.32
H -0.17 1.43 2.57
H 0.17 3.82 -0.50
H 0.05 2.36 -1.49
H -1.32 2.62 -0.56
H -1.28 -3.00 0.71
H -0.15 -1.88 1.30
H -1.86 -1.31 0.82
H -0.89 -3.63 -1.28
H -0.26 -2.33 -2.54
H 0.86 -3.22 -1.55
H 1.47 0.62 1.48
H 1.23 -0.50 -1.59
H -0.89 -0.97 -1.06
*
```

Atom charges from the natural (NBO) analysis, given in e for atoms 1 to 4: number 1, C, carries -0.409; number 2, C, carries -0.418; number 3, C, carries -0.409; number 4, C, carries -0.434


(3)
Below is a molecular structure, C24H24IMoN2S4Si2 in a non-equilibrium geometry, with properties calculated with wB97M-V/def2-TZVPD.

Values from the calculation:
E_tot = -97303.0115 eV
F_max = 0.06792 hartree/bohr

Structure (ORCA input):
```
! RIJCOSX wB97M-V def2-TZVPD def2/J DEFGRID3
* xyz 1 1
Mo -1.94 0.08 0.56
C 1.48 -4.15 2.25
Si 1.33 -2.52 1.46
C 2.77 -1.51 1.98
C 1.05 -2.63 -0.37
C 2.20 -2.83 -1.10
C 2.05 -3.31 -2.37
C 0.83 -3.54 -2.98
C -0.35 -3.17 -2.34
C -0.23 -2.71 -1.01
Si -1.84 -2.12 -0.40
C -2.43 -0.65 -1.72
C -3.08 -3.53 -0.22
H 2.25 -4.69 1.67
H 0.65 -4.84 2.14
H 1.76 -4.13 3.31
H 3.71 -2.10 1.93
H 2.84 -1.28 3.06
H 2.97 -0.52 1.54
H 3.18 -2.86 -0.63
H 2.85 -3.52 -3.06
H 0.71 -4.04 -3.93
H -1.29 -3.25 -2.86
H -1.75 0.14 -2.11
H -3.46 -0.30 -1.75
H -2.41 -1.43 -2.55
H -3.18 -3.81 0.85
H -2.49 -4.38 -0.53
H -4.08 -3.42 -0.70
S -2.74 0.70 2.58
S -2.49 -0.63 4.18
S -0.51 -0.95 3.97
S -0.71 -1.74 2.05
N 6.24 5.68 1.11
C 5.36 4.97 0.89
C 4.16 4.15 0.79
C 3.41 3.74 1.89
C 2.40 2.81 1.75
C 2.10 2.25 0.49
C 2.73 2.81 -0.63
C 3.77 3.69 -0.48
C 1.06 1.29 0.35
C -0.04 0.77 0.35
H 3.69 3.98 2.89
H 1.82 2.50 2.59
H 2.54 2.34 -1.59
H 4.33 4.00 -1.40
I -5.48 0.44 0.14
C -4.34 2.09 -0.49
C -4.96 3.16 -1.10
C -4.20 4.19 -1.68
C -2.84 4.00 -1.56
C -2.26 2.94 -0.89
N -3.06 1.94 -0.36
H -6.05 3.21 -1.19
H -4.63 5.04 -2.13
H -2.18 4.79 -1.93
H -1.19 2.87 -0.74
*
```

Atom charges from the natural (NBO) analysis, given in e for atoms 1 to 4: number 1, Mo, carries 0.125; number 2, C, carries -1.171; number 3, Si, carries 1.653; number 4, C, carries -1.186


(4)
Below is a molecular structure, C2H4O2Yb in a non-equilibrium geometry, with properties calculated with wB97M-V/def2-TZVPD.

Values from the calculation:
E_tot = -37738.6397 eV
⟨S²⟩ = 2.0010
F_max = 0.06270 hartree/bohr
Energy relative to the best compared isomer or geometry (same formula, charge and spin) = 0.0 kJ/mol

Structure (ORCA input):
```
! RIJCOSX wB97M-V def2-TZVPD def2/J DEFGRID3
* xyz 2 3
C -0.30 -0.11 -0.35
C 0.89 -0.03 -1.19
O -0.22 0.41 0.79
H -1.18 -0.73 -0.56
H 0.94 -0.94 -1.80
H 0.77 0.83 -1.87
Yb -1.26 0.04 3.94
O -1.40 0.40 1.53
H 1.75 0.14 -0.49
*
```

Atom charges from the natural (NBO) analysis, given in e for atoms 1 to 4: number 1, C, carries 0.525; number 2, C, carries -0.737; number 3, O, carries -0.138; number 4, H, carries 0.239


(5)
Below is a gas-phase ion, C4H10N3 (charge +1) in a non-equilibrium geometry, with properties calculated with wB97M-V/def2-TZVPD.

Values from the calculation:
E_tot = -8771.7901 eV
F_max = 0.03371 hartree/bohr
Energy relative to the best compared isomer or geometry (same formula, charge and spin) = 271.0 kJ/mol

Structure (ORCA input):
```
! RIJCOSX wB97M-V def2-TZVPD def2/J DEFGRID3
* xyz 1 1
C 0.27 1.09 0.37
C 0.66 -1.19 0.52
C -1.75 -0.21 0.08
C 2.37 0.24 -0.40
N 1.08 0.03 0.22
N -1.09 0.90 0.35
N -3.04 -0.17 -0.26
H 0.65 2.09 0.38
H -0.02 -1.34 1.34
H 1.32 -2.01 0.27
H -1.21 -1.14 -0.09
H 2.28 0.16 -1.49
H 2.73 1.24 -0.17
H 3.09 -0.49 -0.06
H -1.64 1.75 0.45
H -3.57 -1.02 -0.33
H -3.53 0.70 -0.38
*
```

Atom charges from the natural (NBO) analysis, given in e for atoms 1 to 4: number 1, C, carries 0.030; number 2, C, carries -0.315; number 3, C, carries 0.281; number 4, C, carries -0.415


(6)
Below is a molecular structure, C30H58Br5Cl3CsFMgN3O5 in a non-equilibrium geometry, with properties calculated with wB97M-V/def2-TZVPD.

Values from the calculation:
E_tot = -443227.2282 eV
F_max = 0.16335 hartree/bohr
Energy relative to the best compared isomer or geometry (same formula, charge and spin) = 0.0 kJ/mol

Structure (ORCA input):
```
! RIJCOSX wB97M-V def2-TZVPD def2/J DEFGRID3
* xyz 1 1
C -0.38 -6.40 -5.35
C 0.31 -5.50 -4.25
C -0.37 -4.11 -4.16
C 0.19 -3.14 -5.27
C 0.61 -1.79 -4.62
C -0.61 -0.84 -4.26
C -0.14 0.60 -4.85
C 1.11 1.14 -4.07
C 0.88 2.54 -3.40
C 1.18 2.49 -1.85
C 1.84 3.79 -1.33
C 1.01 4.55 -0.24
N 0.23 3.69 0.65
C 1.00 2.81 1.54
C 2.50 3.29 1.87
C 3.21 2.60 3.08
C 3.39 1.01 2.95
C 4.02 0.53 1.62
O 5.17 0.54 1.37
O 3.14 0.03 0.68
C 0.13 2.36 2.77
N -0.58 3.45 3.53
C -0.03 3.67 4.93
C -0.37 2.47 5.95
C -1.89 2.27 6.30
F 0.32 2.76 7.20
C -0.76 4.72 2.80
Br 0.59 6.09 3.12
C -2.12 5.36 3.23
O -2.59 6.24 2.54
O -2.67 4.98 4.29
C -0.94 4.34 1.27
C -2.32 3.58 1.03
C -2.22 2.38 0.03
C -2.49 2.79 -1.49
N -3.86 2.43 -1.90
H -0.30 -5.89 -6.33
H 0.15 -7.36 -5.35
H -1.43 -6.60 -5.09
H 0.23 -5.99 -3.26
H 1.38 -5.41 -4.52
H -1.47 -4.17 -4.33
H -0.25 -3.67 -3.15
H 1.10 -3.59 -5.71
H -0.58 -3.02 -6.05
H 1.24 -1.26 -5.37
H 1.23 -1.92 -3.71
H -1.65 -1.21 -4.72
H -0.76 -0.73 -3.17
H 0.12 0.40 -5.91
H -0.98 1.30 -4.83
H 1.44 0.38 -3.33
H 1.91 1.28 -4.82
H -0.20 2.77 -3.53
H 1.44 3.33 -3.92
H 0.21 2.25 -1.37
H 1.85 1.62 -1.67
H 2.91 3.67 -1.04
H 1.87 4.49 -2.20
H 1.62 5.33 0.28
H 0.25 5.16 -0.84
H 1.14 1.86 0.96
H 2.62 4.38 1.96
H 3.10 3.00 0.98
H 4.24 3.01 3.13
H 2.76 2.82 4.10
H 4.13 0.70 3.79
H 2.43 0.42 3.13
H 2.39 -0.29 1.20
H -0.68 1.72 2.34
H 0.67 1.70 3.49
H -1.54 3.10 3.71
H 1.04 3.92 4.95
H -0.58 4.56 5.32
H 0.08 1.45 5.60
H -2.09 2.21 7.39
H -2.58 3.04 5.90
H -2.23 1.30 5.86
H -1.10 5.33 0.78
H -3.05 4.29 0.60
H -2.72 3.16 1.98
H -3.06 1.70 0.28
H -1.31 1.76 0.14
H -1.84 2.15 -2.11
H -2.32 3.87 -1.67
H -4.09 1.49 -1.60
H -4.54 3.11 -1.56
Cs 1.29 0.39 5.05
Cl -2.68 0.07 -4.70
Mg 0.51 6.69 -2.06
Cl -1.75 -9.20 -4.57
C -1.04 -10.28 -3.34
C -0.49 -9.52 -2.16
Cl 0.96 -8.56 -2.59
H -0.26 -10.88 -3.83
H -1.83 -10.95 -3.01
H -0.18 -10.22 -1.38
H -1.23 -8.85 -1.74
C -1.25 -4.33 8.47
Br -1.41 -3.59 6.69
Br -0.52 -6.11 8.44
Br -0.26 -3.16 9.65
H -2.26 -4.41 8.87
Br 6.35 -1.16 0.12
O -0.70 -6.56 0.06
H -1.60 -6.87 0.20
H -0.34 -7.17 -0.59
*
```

Atom charges from the Löwdin analysis, given in e for atoms 1 to 4: number 1, C, carries -0.153; number 2, C, carries -0.269; number 3, C, carries -0.211; number 4, C, carries -0.191